# 1
# C3H8O2

An isolated molecule of C3H8O2 at a distorted geometry (ωB97M-V/def2-TZVPD, the OMol25 dataset).

```
13
Properties=species:S:1:pos:R:3:forces:R:3
C -0.24945 -2.20126 -0.62638 -2.226 1.251 0.705
C 0.06826 0.02443 -0.23591 1.097 0.403 0.065
C 0.34016 2.24270 0.12980 -1.029 0.436 -1.682
H -0.77434 -3.05707 -0.15929 0.663 0.413 -0.279
H -0.91633 -1.79614 -1.43678 0.551 -0.667 0.375
H 0.70850 -2.43382 -1.04383 0.698 -0.248 -0.057
H -0.66172 0.16131 -1.05628 0.248 0.541 -0.034
H 1.12260 -0.09665 -0.61250 -0.526 0.955 -0.271
H 1.30854 2.21612 -0.35616 0.597 -0.301 0.189
H -0.34876 2.50018 -0.74934 0.423 -0.278 1.216
H 0.33464 3.06025 0.82452 -0.175 0.141 0.518
O -0.19182 -1.14662 0.37511 -0.672 -2.766 0.292
O -0.02405 1.02794 0.74796 0.351 0.121 -1.036
```
Forces are in eV/Å.

Computed properties:
Gap between HOMO and LUMO: 10.86 eV
SMILES string: COCOC
Highest occupied orbital energy: -9.81 eV
LUMO energy: 1.053 eV
Multiplicity: 1

---

# 2
# C11H7ClCrN6O6S2

A structure of composition C11H7ClCrN6O6S2 (ωB97M-V/def2-TZVPD, the OMol25 dataset).

```
34
Properties=species:S:1:pos:R:3:forces:R:3
Cr 0.58860 -0.12469 -0.86449 -0.608 0.265 0.478
N -0.43207 0.61253 3.13155 -0.032 0.070 -0.022
C 0.32776 -0.48697 3.47201 0.003 -0.024 0.000
C 0.83268 -0.97390 2.30513 -0.027 -0.053 0.003
N 0.38962 -0.19693 1.27466 0.103 0.140 -0.206
C -0.36001 0.74961 1.78886 0.120 -0.201 0.136
C -0.96973 1.69605 0.88844 -0.094 0.183 -0.190
N -0.70869 1.59791 -0.39745 0.094 -0.237 0.080
C -1.44373 2.56134 -1.03140 -0.060 0.034 -0.012
C -2.16229 3.25183 -0.10391 0.043 0.044 -0.018
N -1.84449 2.69898 1.11961 -0.011 -0.076 0.050
H -0.94363 1.19129 3.77229 0.001 -0.005 -0.009
H 0.42511 -0.81710 4.48967 0.008 -0.005 0.003
H 1.46052 -1.82931 2.12116 0.006 -0.002 0.012
H -1.40849 2.68247 -2.10083 0.003 -0.005 -0.005
H -2.85174 4.07092 -0.19380 0.005 0.010 -0.009
H -2.23377 2.96964 2.00410 0.007 -0.007 -0.003
O 1.36474 0.98197 -4.78213 0.018 -0.058 -0.071
Cl 0.53599 1.36373 -3.69593 0.133 0.227 -0.260
O -0.76543 1.76185 -4.14953 -0.144 0.061 -0.028
O 0.32948 0.17074 -2.83365 0.105 -0.300 0.180
O 1.12835 2.40148 -2.90990 0.034 0.088 0.116
S -1.35691 -1.52512 -0.79561 -0.117 -0.040 -0.086
C -0.20611 -2.74982 -0.41297 0.066 -0.078 0.035
S 1.41965 -2.30815 -0.81935 0.038 -0.046 0.026
C -0.54472 -3.94021 0.20689 -0.001 0.104 -0.033
C 0.44038 -4.89004 0.59109 0.099 -0.030 0.030
N 1.23154 -5.65519 0.93589 -0.005 -0.012 -0.011
C -1.89511 -4.23177 0.54571 -0.091 -0.023 -0.051
N -2.98862 -4.47616 0.81890 0.009 0.002 0.047
O 3.36466 -0.00949 -1.96237 0.102 0.087 0.045
C 3.18654 0.84980 -1.12154 0.140 0.003 -0.020
O 2.11081 1.02182 -0.42138 0.055 -0.093 -0.157
H 3.97913 1.58088 -0.86974 -0.003 -0.024 -0.047
```
Forces are in eV/Å.

Computed properties:
Gap between HOMO and LUMO (spin up / spin down): 6.62 / 6.75 eV
⟨S²⟩: 3.8008
Highest occupied orbital energy (spin up / spin down): -5.09 / -5.21 eV
Net charge: -1
LUMO energy (spin up / spin down): 1.536 / 1.537 eV
Multiplicity: 4

---

Looking at ΔE to the lowest compared entry with this formula, charge and spin for the records above, in order, we have 189.5, 40.8 kJ/mol.